[1]
{
  "formula": "C20H27N5OS",
  "method": "wB97M-V/def2-TZVPD",
  "species": ["O", "C", "N", "H", "C", "C", "H", "C", "H", "C", "H", "H", "C", "H", "H", "H", "H", "H", "C", "H", "H", "S", "C", "N", "N", "C", "N", "C", "C", "C", "C", "C", "C", "H", "H", "H", "H", "H", "H", "H", "H", "H", "H", "H", "C", "C", "C", "C", "N", "C", "H", "H", "H", "H"],
  "coordinates": [[-4.356, -2.184, 0.178], [-3.615, -1.501, -0.498], [-3.527, -0.165, -0.444], [-2.788, 0.291, -0.978], [-4.194, 0.637, 0.558], [-4.839, 1.877, -0.093], [-4.734, 1.807, -1.175], [-4.079, 3.096, 0.449], [-4.627, 3.538, 1.283], [-2.754, 2.529, 0.954], [-2.068, 2.368, 0.120], [-2.268, 3.185, 1.675], [-3.174, 1.196, 1.563], [-3.659, 1.360, 2.526], [-2.341, 0.508, 1.711], [-3.939, 3.862, -0.311], [-5.902, 1.936, 0.135], [-4.925, -0.018, 1.038], [-2.681, -2.119, -1.541], [-2.573, -1.495, -2.426], [-3.036, -3.115, -1.801], [-1.016, -2.390, -0.854], [-0.342, -0.793, -0.976], [-0.975, 0.246, -1.463], [-0.160, 1.303, -1.377], [0.962, 0.912, -0.835], [0.909, -0.435, -0.559], [1.974, -1.277, -0.056], [2.331, -2.380, -1.055], [3.503, -3.195, -0.516], [3.152, -3.797, 0.841], [2.779, -2.700, 1.832], [1.608, -1.880, 1.301], [0.733, -2.522, 1.184], [1.352, -1.083, 2.004], [2.508, -3.140, 2.793], [3.639, -2.045, 1.994], [4.000, -4.368, 1.223], [2.309, -4.481, 0.725], [3.750, -3.987, -1.224], [4.379, -2.550, -0.414], [1.470, -3.034, -1.199], [2.588, -1.934, -2.018], [2.849, -0.627, 0.062], [2.071, 1.809, -0.557], [2.431, 2.770, -1.501], [3.478, 3.628, -1.217], [4.130, 3.491, 0.001], [3.773, 2.607, 0.916], [2.766, 1.798, 0.653], [2.489, 1.129, 1.457], [4.968, 4.122, 0.265], [3.784, 4.383, -1.923], [1.889, 2.827, -2.433]],
  "nbo_charge": [-0.633, 0.660, -0.636, 0.433, -0.062, -0.415, 0.212, -0.403, 0.195, -0.414, 0.211, 0.210, -0.408, 0.204, 0.212, 0.211, 0.215, 0.236, -0.602, 0.249, 0.256, 0.281, 0.192, -0.366, -0.271, 0.311, -0.356, -0.044, -0.406, -0.397, -0.398, -0.396, -0.414, 0.217, 0.215, 0.217, 0.197, 0.213, 0.198, 0.216, 0.196, 0.214, 0.216, 0.223, -0.130, -0.132, -0.251, 0.043, -0.412, 0.047, 0.192, 0.196, 0.224, 0.236],
  "max_force_ev_per_a": 1.2,
  "homo_energy_ev": -8.535,
  "e_above_lowest_ev": 0.069,
  "lumo_energy_ev": 0.53
}

***

[2]
{
  "formula": "C20H27N7ORuS",
  "method": "wB97M-V/def2-TZVPD",
  "species": ["Ru", "N", "C", "S", "N", "N", "C", "C", "C", "C", "C", "C", "C", "O", "H", "H", "H", "H", "H", "H", "H", "C", "N", "C", "C", "C", "N", "C", "C", "H", "H", "H", "H", "H", "H", "H", "H", "H", "H", "H", "H", "H", "H", "H", "H", "N", "C", "C", "C", "C", "C", "N", "C", "H", "H", "H", "H"],
  "coordinates": [[0.269, -0.235, -0.120], [1.910, 1.062, 3.896], [1.327, 0.969, 2.682], [2.051, -0.183, 1.583], [0.310, 1.701, 2.423], [-0.298, 1.602, 1.213], [-1.191, 2.511, 1.002], [-2.054, 2.649, -0.120], [-3.059, 3.633, -0.079], [-3.944, 3.799, -1.112], [-3.850, 2.968, -2.236], [-2.873, 2.008, -2.315], [-1.933, 1.825, -1.271], [-1.006, 0.933, -1.404], [2.740, 0.537, 4.098], [1.607, 1.775, 4.536], [-1.310, 3.245, 1.796], [-3.134, 4.263, 0.800], [-4.713, 4.557, -1.065], [-4.543, 3.095, -3.058], [-2.784, 1.363, -3.180], [-2.325, -0.761, 1.444], [-1.094, -1.572, 1.356], [-0.565, -1.809, 2.704], [-1.359, -2.865, 0.717], [-1.700, -2.723, -0.748], [-0.677, -1.977, -1.486], [-1.222, -1.550, -2.778], [0.530, -2.799, -1.693], [-3.142, -1.340, 1.891], [-2.630, -0.416, 0.456], [-2.138, 0.112, 2.064], [-1.276, -2.396, 3.295], [-0.388, -0.861, 3.207], [0.378, -2.349, 2.643], [-2.196, -3.366, 1.218], [-0.476, -3.492, 0.843], [-2.647, -2.194, -0.851], [-1.829, -3.723, -1.178], [-1.508, -2.416, -3.385], [-0.482, -0.963, -3.319], [-2.098, -0.926, -2.618], [0.269, -3.790, -2.082], [1.078, -2.921, -0.757], [1.184, -2.313, -2.414], [1.910, 1.964, -5.970], [2.251, 1.430, -5.013], [2.647, 0.754, -3.815], [3.895, 0.150, -3.687], [4.200, -0.485, -2.495], [3.252, -0.512, -1.488], [2.048, 0.047, -1.622], [1.750, 0.683, -2.753], [4.602, 0.176, -4.505], [5.165, -0.944, -2.338], [3.454, -0.995, -0.540], [0.772, 1.147, -2.814]],
  "nbo_charge": [1.046, -0.792, 0.281, -0.176, -0.403, -0.269, 0.152, -0.246, -0.123, -0.265, -0.156, -0.256, 0.384, -0.746, 0.409, 0.417, 0.218, 0.216, 0.228, 0.225, 0.209, -0.432, -0.407, -0.420, -0.238, -0.239, -0.419, -0.409, -0.430, 0.198, 0.216, 0.233, 0.200, 0.228, 0.223, 0.217, 0.215, 0.222, 0.216, 0.200, 0.217, 0.231, 0.207, 0.211, 0.221, -0.230, 0.242, -0.188, -0.080, -0.241, 0.070, -0.459, 0.093, 0.249, 0.249, 0.226, 0.254],
  "max_force_ev_per_a": 2.4,
  "total_charge": 1,
  "multiplicity": 2,
  "homo_energy_ev": [-10.333, -10.294],
  "e_above_lowest_ev": 0.000,
  "lumo_energy_ev": [-4.08, -4.19]
}

***

[3]
{
  "formula": "C20H27N9O3",
  "method": "wB97M-V/def2-TZVPD",
  "species": ["C", "C", "H", "H", "C", "N", "C", "H", "H", "C", "C", "H", "H", "H", "H", "H", "C", "C", "C", "N", "N", "N", "C", "N", "O", "N", "C", "N", "H", "H", "C", "O", "N", "N", "C", "C", "C", "C", "C", "C", "C", "O", "H", "H", "H", "H", "C", "H", "H", "H", "H", "H", "H", "H", "H", "H", "H", "H", "H"],
  "coordinates": [[-0.541, -5.554, -0.016], [0.145, -4.354, -0.655], [1.228, -4.473, -0.580], [-0.121, -4.313, -1.712], [-0.276, -3.051, 0.042], [0.233, -1.817, -0.521], [1.668, -1.615, -0.448], [1.881, -0.684, -0.976], [2.230, -2.426, -0.941], [2.163, -1.450, 0.990], [1.464, -0.291, 1.688], [0.396, -0.481, 1.748], [1.854, -0.153, 2.694], [1.611, 0.628, 1.127], [3.239, -1.264, 0.952], [2.014, -2.371, 1.555], [-0.369, -1.460, -1.795], [-1.665, -0.797, -1.496], [-1.917, 0.452, -0.945], [-3.250, 0.563, -0.733], [-3.829, -0.505, -1.103], [-2.899, -1.363, -1.571], [-3.289, -2.596, -2.043], [-2.539, -3.461, -2.665], [-3.315, -4.508, -2.950], [-4.587, -4.327, -2.517], [-4.627, -3.149, -1.942], [-5.675, -2.588, -1.326], [-6.580, -3.006, -1.447], [-5.587, -1.613, -1.079], [-0.945, 1.517, -0.627], [0.212, 1.481, -1.000], [-1.523, 2.510, 0.105], [-0.997, 3.628, 0.649], [0.268, 3.829, 0.697], [0.760, 5.047, 1.290], [2.072, 5.256, 1.548], [3.185, 4.372, 1.374], [4.523, 4.652, 1.564], [5.227, 3.463, 1.286], [4.280, 2.540, 0.954], [3.054, 3.075, 1.005], [4.351, 1.508, 0.672], [6.286, 3.313, 1.330], [4.938, 5.594, 1.858], [2.364, 6.214, 1.959], [-0.259, 6.098, 1.607], [-0.755, 6.420, 0.693], [0.196, 6.958, 2.089], [-1.023, 5.677, 2.257], [0.995, 3.128, 0.306], [-2.525, 2.437, 0.248], [0.267, -0.724, -2.290], [-0.528, -2.314, -2.466], [-1.370, -2.990, 0.037], [0.033, -3.093, 1.089], [-1.622, -5.475, -0.117], [-0.300, -5.617, 1.043], [-0.223, -6.476, -0.497]],
  "nbo_charge": [-0.601, -0.427, 0.196, 0.207, -0.207, -0.451, -0.210, 0.210, 0.166, -0.400, -0.614, 0.210, 0.206, 0.213, 0.201, 0.192, -0.280, 0.229, -0.044, -0.204, -0.087, -0.191, 0.222, -0.096, -0.121, -0.163, 0.300, -0.808, 0.407, 0.435, 0.636, -0.607, -0.425, -0.248, 0.025, -0.023, -0.204, 0.228, -0.270, -0.318, 0.104, -0.401, 0.204, 0.230, 0.225, 0.216, -0.631, 0.223, 0.208, 0.230, 0.225, 0.415, 0.253, 0.219, 0.182, 0.199, 0.202, 0.200, 0.214],
  "max_force_ev_per_a": 2.0,
  "homo_energy_ev": -7.697,
  "e_above_lowest_ev": 0.000,
  "lumo_energy_ev": -0.09
}

***

[4]
{
  "formula": "C20H27NO2",
  "method": "wB97M-V/def2-TZVPD",
  "species": ["C", "C", "C", "N", "C", "C", "C", "C", "C", "C", "C", "C", "C", "H", "H", "H", "H", "H", "H", "H", "H", "H", "H", "H", "H", "H", "H", "H", "H", "C", "C", "C", "C", "C", "O", "C", "C", "O", "C", "H", "H", "H", "H", "H", "H", "H", "H", "H", "H", "H"],
  "coordinates": [[2.517, -3.778, 0.246], [1.334, -3.442, -0.654], [0.079, -2.840, 0.013], [0.508, -1.729, 0.867], [-0.166, -0.490, 0.905], [-0.051, 0.263, 2.228], [1.155, 0.897, 2.545], [1.254, 1.663, 3.705], [0.171, 1.749, 4.597], [-1.007, 1.056, 4.300], [-1.123, 0.281, 3.141], [1.423, -2.200, 1.918], [2.735, -2.696, 1.288], [2.428, -4.779, 0.683], [3.392, -3.828, -0.407], [1.642, -2.641, -1.339], [1.013, -4.293, -1.268], [-0.611, -2.446, -0.754], [-0.480, -3.635, 0.560], [-1.192, -0.564, 0.495], [1.988, 0.825, 1.839], [2.181, 2.201, 3.891], [0.275, 2.322, 5.513], [-1.862, 1.134, 4.975], [-2.042, -0.240, 2.881], [1.652, -1.474, 2.715], [1.013, -3.079, 2.469], [3.422, -3.043, 2.068], [3.216, -1.842, 0.802], [-1.543, 3.121, -4.000], [-1.465, 2.064, -2.889], [-2.808, 1.344, -2.825], [-0.340, 1.027, -3.104], [-0.061, 0.085, -1.925], [0.349, -1.047, -2.208], [-0.125, 0.591, -0.532], [-1.023, 1.781, -0.365], [-1.684, 2.056, 0.654], [-1.094, 2.737, -1.548], [-0.622, 3.694, -4.129], [-1.796, 2.674, -4.964], [-2.341, 3.835, -3.765], [-2.822, 0.571, -2.044], [-3.609, 2.068, -2.622], [-3.002, 0.868, -3.797], [-0.549, 0.405, -3.996], [0.621, 1.561, -3.251], [0.930, 0.511, 0.053], [-0.067, 3.161, -1.662], [-1.810, 3.542, -1.305]],
  "nbo_charge": [-0.403, -0.415, -0.202, -0.474, 0.021, -0.051, -0.176, -0.224, -0.211, -0.202, -0.167, -0.217, -0.401, 0.195, 0.210, 0.230, 0.206, 0.227, 0.170, 0.236, 0.200, 0.214, 0.218, 0.216, 0.223, 0.225, 0.177, 0.206, 0.192, -0.603, -0.035, -0.613, -0.487, 0.575, -0.595, -0.558, 0.576, -0.561, -0.490, 0.211, 0.212, 0.212, 0.208, 0.217, 0.214, 0.235, 0.230, 0.370, 0.223, 0.233],
  "max_force_ev_per_a": 3.6,
  "homo_energy_ev": -7.653,
  "e_above_lowest_ev": 3.866,
  "lumo_energy_ev": 0.42
}

***

[5]
{
  "formula": "C20H27NO5",
  "method": "wB97M-V/def2-TZVPD",
  "species": ["C", "H", "O", "C", "C", "C", "C", "C", "C", "H", "H", "C", "O", "C", "H", "H", "O", "C", "O", "C", "H", "C", "H", "H", "C", "C", "O", "N", "H", "C", "C", "C", "C", "C", "C", "H", "H", "H", "H", "H", "H", "H", "H", "H", "H", "H", "H", "H", "H", "H", "H", "H", "H"],
  "coordinates": [[2.018, -5.093, 0.739], [2.106, -5.911, 1.452], [0.637, -4.829, 0.633], [0.224, -3.817, -0.156], [1.058, -3.024, -0.946], [0.518, -2.007, -1.704], [-0.847, -1.718, -1.667], [-1.682, -2.529, -0.890], [-1.155, -3.571, -0.164], [-1.789, -4.207, 0.432], [-2.747, -2.360, -0.860], [-1.331, -0.569, -2.448], [-0.808, -0.193, -3.472], [-2.505, 0.212, -1.844], [-2.732, 1.067, -2.488], [-3.393, -0.417, -1.726], [-2.114, 0.724, -0.569], [-2.785, 0.337, 0.532], [-3.706, -0.433, 0.511], [-2.209, 1.001, 1.759], [-1.514, 1.782, 1.457], [-1.514, -0.025, 2.664], [-1.117, 0.492, 3.539], [-2.262, -0.745, 3.003], [-0.385, -0.798, 1.974], [0.848, 0.044, 1.667], [1.834, 0.034, 2.378], [0.768, 0.773, 0.538], [-0.069, 0.753, -0.021], [1.871, 1.591, 0.064], [1.705, 1.887, -1.425], [0.556, 2.857, -1.692], [0.749, 4.149, -0.906], [0.838, 3.846, 0.586], [1.993, 2.892, 0.869], [2.034, 2.641, 1.929], [2.935, 3.374, 0.600], [-0.101, 3.398, 0.921], [0.981, 4.770, 1.150], [-0.081, 4.832, -1.100], [1.669, 4.640, -1.230], [-0.394, 2.402, -1.407], [0.509, 3.069, -2.762], [1.536, 0.958, -1.971], [2.635, 2.326, -1.791], [2.785, 1.005, 0.232], [-0.758, -1.251, 1.056], [-0.060, -1.596, 2.644], [-3.035, 1.452, 2.313], [1.158, -1.399, -2.326], [2.122, -3.193, -0.974], [2.561, -4.222, 1.117], [2.442, -5.403, -0.220]],
  "nbo_charge": [-0.256, 0.205, -0.482, 0.348, -0.336, -0.065, -0.247, -0.159, -0.270, 0.232, 0.234, 0.559, -0.521, -0.186, 0.218, 0.229, -0.533, 0.817, -0.595, -0.508, 0.226, -0.376, 0.219, 0.219, -0.501, 0.682, -0.639, -0.649, 0.416, -0.048, -0.407, -0.405, -0.397, -0.399, -0.408, 0.228, 0.200, 0.187, 0.210, 0.206, 0.194, 0.193, 0.216, 0.211, 0.210, 0.217, 0.217, 0.238, 0.242, 0.221, 0.227, 0.186, 0.179],
  "max_force_ev_per_a": 0.7,
  "homo_energy_ev": -8.999,
  "e_above_lowest_ev": 0.555,
  "lumo_energy_ev": 0.21
}

***

[6]
{
  "formula": "C20H27NOSi",
  "method": "wB97M-V/def2-TZVPD",
  "species": ["O", "C", "C", "C", "C", "C", "C", "C", "C", "C", "C", "C", "C", "N", "C", "C", "C", "C", "C", "C", "C", "C", "Si", "H", "H", "H", "H", "H", "H", "H", "H", "H", "H", "H", "H", "H", "H", "H", "H", "H", "H", "H", "H", "H", "H", "H", "H", "H", "H", "H"],
  "coordinates": [[0.934, -0.075, 0.161], [-0.562, -4.532, 2.565], [-3.290, -0.089, -3.142], [-0.091, -5.011, 1.366], [-0.652, -3.189, 2.843], [-2.453, 0.860, -2.597], [-3.002, -1.437, -2.972], [0.217, -4.107, 0.370], [-0.442, -2.277, 1.805], [-1.386, 0.465, -1.794], [-1.896, -1.850, -2.246], [0.012, -2.756, 0.603], [-1.100, -0.893, -1.661], [1.493, 2.300, 1.233], [2.260, 0.045, 0.701], [2.302, 1.169, 1.724], [0.099, 2.260, 1.727], [1.575, 2.720, -0.210], [-0.578, 3.637, 1.539], [0.958, 4.112, -0.415], [-0.509, 4.119, 0.069], [1.728, -1.926, -1.760], [0.348, -1.422, -0.648], [-1.006, -5.204, 3.270], [-4.125, 0.177, -3.759], [-0.025, -6.079, 1.220], [-1.032, -2.832, 3.802], [-2.636, 1.907, -2.738], [-3.639, -2.149, -3.439], [0.685, -4.506, -0.511], [-0.516, -1.200, 1.928], [-0.736, 1.190, -1.391], [-1.691, -2.906, -2.052], [2.538, -0.900, 1.138], [2.908, 0.269, -0.179], [1.822, 0.801, 2.630], [3.334, 1.449, 1.977], [-0.423, 1.426, 1.202], [0.078, 1.975, 2.781], [1.052, 1.965, -0.795], [2.586, 2.743, -0.618], [-1.602, 3.627, 1.956], [-0.025, 4.372, 2.131], [1.562, 4.817, 0.179], [0.989, 4.427, -1.472], [-0.903, 5.142, -0.017], [-1.123, 3.482, -0.577], [1.901, -1.141, -2.453], [1.442, -2.800, -2.314], [2.619, -2.174, -1.160]],
  "nbo_charge": [-0.930, -0.214, -0.210, -0.200, -0.204, -0.196, -0.225, -0.224, -0.217, -0.192, -0.132, -0.451, -0.534, -0.471, -0.066, -0.223, -0.218, -0.228, -0.408, -0.402, -0.395, -1.159, 1.949, 0.210, 0.212, 0.212, 0.213, 0.209, 0.208, 0.211, 0.221, 0.216, 0.203, 0.179, 0.172, 0.197, 0.200, 0.183, 0.195, 0.180, 0.201, 0.208, 0.200, 0.202, 0.207, 0.206, 0.191, 0.243, 0.236, 0.239],
  "max_force_ev_per_a": 1.8,
  "homo_energy_ev": -7.858,
  "e_above_lowest_ev": 0.440,
  "lumo_energy_ev": 0.76
}